(1)
This record from the Open Molecules 2025 dataset describes a structure of composition C16H25ClSTi. The level of theory is ωB97M-V/def2-TZVPD.

2S+1: 1
Frontier orbital gap (eV): 7.45
LUMO (Ha): -0.3157
Charge: +2
Energy relative to the best compared isomer or geometry (same formula, charge and spin) (eV): 0.0000

Each line ends with the Mulliken charge.
Element x y z (Å)
C1 -0.635 -2.999 -2.825  0.904
C2 -1.640 -2.457 -3.834  -1.397
C3 0.590 -3.486 -3.591  -1.410
C4 -1.254 -4.197 -2.114  -1.390
Cl1 -0.157 -1.671 -1.583  -0.165
H1 0.296 -4.260 -4.313  0.390
H2 1.335 -3.922 -2.925  0.383
H3 1.064 -2.677 -4.149  0.381
H4 -1.918 -3.243 -4.551  0.390
H5 -1.225 -1.625 -4.406  0.371
H6 -2.556 -2.113 -3.353  0.380
H7 -1.540 -4.965 -2.846  0.389
H8 -2.151 -3.922 -1.558  0.374
H9 -0.550 -4.655 -1.416  0.370
C5 1.590 3.102 0.412  -0.249
C6 2.478 2.016 0.162  -0.319
C7 1.868 1.136 -0.799  -0.850
H10 3.507 1.954 0.534  0.645
C8 0.652 1.782 -1.240  0.177
C9 0.454 2.941 -0.457  -1.210
H11 -0.334 3.689 -0.598  0.878
H12 1.779 3.968 1.062  0.468
H13 2.266 0.182 -1.167  0.592
H14 0.082 1.513 -2.137  0.524
C10 0.502 -0.121 3.209  -1.078
C11 1.604 0.805 3.137  -0.446
C12 2.495 0.324 2.123  -0.341
H15 1.784 1.629 3.817  0.473
C13 1.874 -0.816 1.474  -0.756
C14 0.675 -1.121 2.216  -0.302
H16 0.106 -2.044 2.146  0.549
H17 -0.221 -0.158 4.009  1.088
H18 3.514 0.659 1.984  0.729
H19 2.274 -1.390 0.641  0.577
Ti1 0.630 1.077 1.045  -0.076
C15 -2.006 1.813 3.427  -0.746
S1 -1.363 2.203 1.812  0.685
C16 -2.227 3.735 1.410  -1.046
H20 -1.533 0.912 3.822  0.055
H21 -3.076 1.630 3.307  0.476
H22 -1.809 2.651 4.104  0.379
H23 -3.094 3.801 2.074  0.432
H24 -1.573 4.602 1.564  0.353
H25 -2.557 3.718 0.367  0.367


(2)
This record from the Open Molecules 2025 dataset describes a structure of composition C4H2LiO2Yb. The level of theory is ωB97M-V/def2-TZVPD.

Expectation value of S²: 2.009
2S+1: 3
Frontier orbital gap (spin up / spin down) (eV): 3.78 / 6.05
LUMO (spin up / spin down) (Ha): -0.1714 / -0.2251
Charge: +1

Each line ends with the Löwdin spin population.
Element x y z (Å)
C1 -1.734 -0.779 0.659  0.094
C2 -0.598 -1.333 0.914  0.069
O1 -2.351 0.166 0.222  0.042
Li1 -1.872 1.887 -0.380  0.031
H1 -0.324 -2.385 0.881  0.004
C3 0.542 0.989 -0.250  0.490
C4 0.792 1.426 0.937  0.440
O2 0.830 0.937 2.108  0.339
Yb1 0.475 -0.899 3.321  0.467
H2 0.971 0.971 -1.244  0.025


(3)
This record from the Open Molecules 2025 dataset describes a structure of composition C18H18CuN6O2. The level of theory is ωB97M-V/def2-TZVPD.

2S+1: 1
Frontier orbital gap (eV): 7.59
LUMO (Ha): -0.0964
Charge: +1
Energy relative to the best compared isomer or geometry (same formula, charge and spin) (eV): 0.1421

Each line ends with the Mulliken charge.
Element x y z (Å)
Cu1 -1.667 -0.326 -0.079  -0.422
O1 5.100 -1.933 -0.750  -0.532
C1 4.439 -1.406 -1.915  -0.501
C2 2.970 -1.344 -1.516  0.420
C3 1.878 -1.581 -2.439  -0.930
C4 0.553 -1.334 -2.102  -0.225
N1 0.221 -0.970 -0.826  -0.362
C5 1.242 -0.838 0.072  0.610
C6 2.596 -0.887 -0.272  -0.452
C7 0.789 -0.407 1.397  0.528
C8 1.660 -0.332 2.462  -0.557
C9 1.098 0.027 3.671  0.424
C10 1.983 0.201 4.914  -0.714
O2 3.296 -0.397 4.774  -0.500
C11 -0.280 0.190 3.755  -0.955
C12 -1.030 0.144 2.582  -0.078
N2 -0.502 -0.074 1.422  -0.099
H1 6.070 -2.043 -0.931  0.313
H2 4.559 -2.023 -2.786  0.392
H3 4.745 -0.361 -2.058  0.266
H4 1.990 -1.826 -3.456  0.398
H5 -0.202 -1.449 -2.810  0.561
H6 3.324 -0.572 0.430  0.451
H7 2.670 -0.732 2.439  0.513
H8 1.448 -0.153 5.765  0.391
H9 2.096 1.338 5.139  0.292
H10 3.777 -0.229 5.583  0.306
H11 -0.756 0.411 4.719  0.369
H12 -2.060 0.450 2.551  0.430
N3 -4.809 0.277 -2.548  -0.138
C13 -5.138 -1.028 -2.339  -0.416
C14 -4.229 -1.526 -1.433  -0.232
N4 -3.338 -0.548 -1.027  0.073
C15 -3.710 0.572 -1.748  0.178
C16 -2.861 1.763 -1.616  0.317
N5 -1.882 1.805 -0.751  -0.150
C17 -1.142 2.935 -0.980  -0.222
C18 -1.610 3.604 -2.054  -0.579
N6 -2.789 2.920 -2.405  -0.117
H13 -5.355 0.938 -3.078  0.215
H14 -5.930 -1.618 -2.825  0.370
H15 -4.223 -2.528 -1.011  0.432
H16 -0.330 3.219 -0.302  0.414
H17 -1.258 4.567 -2.463  0.368
H18 -3.404 3.106 -3.156  0.151


In eV/A, the max |F| values for the records above are, in order, 2.0 3.9 3.9.
In a.u., the electronic energy values for the records above are, in order, -2331.92387 -1469.86491 -2816.04080.